[1]
A structure of composition C41H50BaN9OS at a distorted geometry, computed with wB97M-V/def2-TZVPD.

```
103
Properties=species:S:1:pos:R:3
Ba 1.004 -1.223 1.078
S 1.196 0.035 3.719
O -0.338 -2.951 1.897
N -0.807 1.038 5.034
N 0.299 1.030 -3.111
N -0.566 -2.480 -0.697
N 1.646 -1.787 -1.960
N -0.943 0.740 1.613
N -2.057 1.507 5.344
N -1.714 -2.628 0.057
N -1.251 1.069 2.767
N 1.144 1.698 -2.186
C -2.802 1.192 -1.562
C -3.658 2.236 -1.257
C -1.470 -2.705 1.362
C -3.605 2.832 0.003
C -3.382 1.164 5.043
C 4.792 0.332 -0.674
C -1.880 1.308 0.648
C -4.339 1.661 5.849
C 2.992 -1.682 -3.931
C 2.792 -1.503 -2.564
C -5.753 1.309 5.694
C -0.621 0.851 -5.309
C 4.576 0.365 1.603
C -6.205 0.533 4.712
C 5.334 -2.088 2.127
C -0.415 0.685 3.858
C 4.933 0.849 -2.082
C -3.577 -1.330 4.234
C -5.097 -2.164 2.339
C -2.659 -2.393 2.206
C -1.852 -3.037 -2.720
C 5.589 -2.145 -0.984
C -4.016 -2.476 1.630
C 4.983 -0.940 1.219
C 0.635 -2.290 -2.689
C -1.901 0.735 -0.608
C 4.418 1.128 0.435
C 5.119 -0.958 -0.185
C -0.440 3.080 -4.195
C 0.747 -2.490 -4.056
C -2.720 2.371 0.959
C 4.023 2.578 0.380
C -0.635 -2.618 -1.961
C -5.274 -0.023 3.684
C -5.029 -1.562 3.709
C 1.623 1.924 -5.014
C 1.949 -2.179 -4.684
C -3.756 0.201 3.955
C 0.234 1.730 -4.403
C -2.463 -1.950 3.451
C 4.447 0.916 2.997
H -1.456 -1.930 3.856
H -3.244 0.471 3.041
H -0.770 1.331 -6.278
H 3.487 2.825 -0.544
H 3.992 1.187 -2.541
H -0.141 -0.117 -5.481
H 0.772 1.629 -1.247
H 4.855 -2.963 -1.036
H -6.084 -2.302 1.908
H -0.088 -2.878 -4.623
H -1.598 0.674 -4.855
H -2.108 -2.294 -3.480
H 2.057 -2.327 -5.752
H 3.364 2.843 1.212
H -6.449 1.720 6.416
H -5.689 -2.083 4.407
H -4.253 3.667 0.237
H 5.105 1.781 3.146
H 5.078 -3.053 1.678
H 2.242 2.542 -4.363
H 2.121 0.959 -5.149
H 0.632 0.082 -3.265
H -4.103 -2.851 0.620
H -1.684 -3.989 -3.230
H 5.821 -1.872 -2.018
H 5.606 1.711 -2.140
H 3.565 -1.110 -1.915
H -4.063 2.329 6.659
H 3.947 -1.430 -4.373
H 4.806 -2.031 3.082
H -2.686 -3.147 -2.032
H -2.821 0.729 -2.538
H -1.995 1.950 6.244
H -1.421 2.943 -3.733
H 5.347 0.090 -2.754
H -5.577 0.316 2.688
H 4.729 0.175 3.750
H 3.438 1.246 3.246
H -0.566 3.593 -5.151
H 1.558 2.415 -5.988
H -3.474 -1.535 5.300
H -1.230 -0.078 -0.852
H -2.668 2.822 1.941
H -4.358 2.597 -1.999
H 6.502 -2.589 -0.572
H 2.077 1.300 -2.174
H 4.877 3.268 0.431
H 6.405 -2.138 2.368
H 0.160 3.706 -3.535
H -7.264 0.318 4.618
```

Computed properties:
- highest occupied orbital energy (eV) = -3.24
- LUMO (eV) = 1.6
- energy above the lowest of the compared OMol25 structures with the same formula, charge and spin (eV) = 4.808
- charge = -1

These are the Löwdin partial charges, in e, on atoms 1 to 6: atom 1 (Ba): 1.702, atom 2 (S): 0.396, atom 3 (O): -0.361, atom 4 (N): 0.019, atom 5 (N): -0.059, atom 6 (N): -0.117

[2]
A structure of composition C20H17N4O3PdS2, computed with wB97M-V/def2-TZVPD.

```
47
Properties=species:S:1:pos:R:3
Pd -0.738 -1.037 1.607
S -3.010 -4.936 1.076
S -1.418 -2.052 6.602
O 0.518 2.848 0.443
O 0.266 0.780 1.230
O 0.524 -0.356 -1.176
N -1.726 -2.832 1.772
N 0.325 -0.257 5.435
N -1.863 -3.049 -0.543
N -0.783 -1.832 4.133
C -1.283 3.559 -3.248
C -2.779 -4.633 2.766
C 2.152 1.372 -1.554
C 4.213 0.647 -2.598
C -1.932 2.725 -4.147
C -1.738 1.356 -4.055
C 2.920 0.384 -2.167
C 0.443 1.625 0.310
C -0.905 0.829 -3.077
C -0.552 -1.297 5.279
C -2.141 -3.139 5.459
C 2.718 2.635 -1.382
C -0.447 3.035 -2.273
C -2.077 -3.489 2.939
C -1.685 -2.865 4.211
C 0.703 1.043 -1.144
C 4.010 2.896 -1.813
C -2.147 -3.473 0.714
C 4.766 1.906 -2.427
C -0.249 1.659 -2.170
H 0.033 3.689 -1.561
H 0.596 -0.652 -0.239
H 4.432 3.883 -1.663
H 5.775 2.114 -2.762
H -2.236 0.688 -4.748
H -1.430 4.632 -3.301
H -1.456 -2.103 -0.520
H -2.871 -3.868 5.766
H -0.756 -0.238 -3.007
H 2.147 3.400 -0.876
H 2.489 -0.599 -2.293
H 4.790 -0.141 -3.068
H -2.522 -3.257 -1.274
H -3.158 -5.304 3.518
H -2.583 3.138 -4.909
H 0.523 0.187 4.545
H 0.144 0.382 6.189
```

Computed properties:
- highest occupied orbital energy (eV) = -2.91
- LUMO (eV) = 2.3
- energy above the lowest of the compared OMol25 structures with the same formula, charge and spin (eV) = 0.000
- charge = -1

These are the Löwdin partial charges, in e, on atoms 1 to 6: atom 1 (Pd): 0.368, atom 2 (S): 0.995, atom 3 (S): 0.985, atom 4 (O): -0.008, atom 5 (O): -0.169, atom 6 (O): -0.097

[3]
A cluster of 2 separate species, C8H11N3S in total at a distorted geometry, computed with wB97M-V/def2-TZVPD.

```
23
Properties=species:S:1:pos:R:3
S 3.666 -0.476 -0.814
N 1.278 -1.046 0.404
N 4.720 0.387 0.145
N 2.863 0.239 1.614
C 2.433 -0.454 0.526
C -1.512 -1.165 -1.154
C -0.114 0.512 0.156
C 1.380 1.320 -1.836
C 0.054 1.229 1.410
C -1.482 -0.103 -0.055
C 4.100 0.654 1.324
C 0.620 0.999 -0.923
H 1.914 1.814 -2.502
H 0.026 2.218 1.078
H 4.684 1.100 2.151
H -2.163 0.678 -0.376
H 1.076 0.898 1.898
H 1.038 -1.404 -0.564
H -0.747 0.966 2.119
H -1.506 -0.674 -2.075
H -2.420 -1.615 -1.037
H -0.748 -1.977 -1.058
H -1.931 -0.493 1.049
```

Computed properties:
- highest occupied orbital energy (alpha / beta) (eV) = -8.31 / -8.31
- LUMO (alpha / beta) (eV) = -0.5 / -0.5
- energy above the lowest of the compared OMol25 structures with the same formula, charge and spin (eV) = 4.902
- charge = 0

These are the Löwdin partial charges, in e, on atoms 1 to 6: atom 1 (S): 0.955, atom 2 (N): 0.081, atom 3 (N): -0.341, atom 4 (N): 0.035, atom 5 (C): -0.711, atom 6 (C): -0.088

[4]
A structure of composition C2H4NiO2 at a distorted geometry, computed with wB97M-V/def2-TZVPD.

```
9
Properties=species:S:1:pos:R:3
Ni 2.112 0.388 -0.062
O 0.697 -0.990 0.015
O 0.276 1.461 0.073
C -0.880 0.813 -0.018
C -0.657 -0.605 -0.102
H -1.330 -0.499 0.928
H -1.190 -1.042 -0.957
H 0.809 -1.947 0.011
H 0.162 2.421 0.112
```

Computed properties:
- 2S+1 = 4
- highest occupied orbital energy (alpha / beta) (eV) = -12.50 / -14.42
- ⟨S²⟩ = 3.752
- LUMO (alpha / beta) (eV) = -3.9 / -6.9
- energy above the lowest of the compared OMol25 structures with the same formula, charge and spin (eV) = 2.861
- charge = +1

These are the Löwdin partial charges, in e, on atoms 1 to 6: atom 1 (Ni): 0.900, atom 2 (O): -0.191, atom 3 (O): -0.112, atom 4 (C): -0.034, atom 5 (C): -0.220, atom 6 (H): 0.213

[5]
A cluster of 3 separate species, C4H14N2O in total at a distorted geometry, computed with wB97M-V/def2-TZVPD.

```
21
Properties=species:S:1:pos:R:3
O 2.081 -1.579 -0.052
N 0.331 0.040 0.883
N 0.050 2.467 0.445
C -0.930 -1.962 0.170
C -0.817 -0.005 -1.463
C -0.754 -0.448 0.005
C 0.027 1.315 1.434
H -1.417 -0.669 -2.077
H -0.705 -2.387 1.141
H 0.835 2.110 -0.143
H 0.650 1.510 2.307
H 0.216 -0.046 -1.870
H -1.895 -2.252 -0.277
H 1.569 0.740 -0.701
H 1.457 -0.788 0.044
H -1.010 1.068 -1.534
H -1.629 0.087 0.394
H -1.041 1.334 1.715
H 0.547 3.252 0.869
H 2.746 -1.337 -0.701
H -0.311 -2.448 -0.589
```

Computed properties:
- highest occupied orbital energy (eV) = -9.52
- LUMO (eV) = -2.1
- energy above the lowest of the compared OMol25 structures with the same formula, charge and spin (eV) = 6.686
- charge = 0

These are the Löwdin partial charges, in e, on atoms 1 to 6: atom 1 (O): -0.142, atom 2 (N): 0.043, atom 3 (N): 0.000, atom 4 (C): -0.066, atom 5 (C): -0.069, atom 6 (C): -0.477

[6]
The molecule C4H8O2, computed with wB97M-V/def2-TZVPD.

```
14
Properties=species:S:1:pos:R:3
O -0.719 2.193 0.795
O 0.829 -0.712 -0.076
C 1.895 0.080 -0.553
C -1.576 -0.967 0.051
C -0.395 1.040 0.926
C -0.402 -0.023 -0.167
H -2.488 -0.370 -0.034
H -0.043 0.641 1.902
H 2.820 -0.401 -0.237
H -0.489 0.463 -1.150
H -1.612 -1.759 -0.702
H 1.872 1.097 -0.138
H -1.562 -1.440 1.040
H 1.868 0.165 -1.648
```

Computed properties:
- highest occupied orbital energy (eV) = -9.68
- structure (SMILES) = CO[C@@H](C)C=O
- LUMO (eV) = 1.0
- energy above the lowest of the compared OMol25 structures with the same formula, charge and spin (eV) = 1.563
- charge = 0

These are the Löwdin partial charges, in e, on atoms 1 to 6: atom 1 (O): 0.072, atom 2 (O): -0.159, atom 3 (C): -0.097, atom 4 (C): -0.026, atom 5 (C): -0.231, atom 6 (C): -0.398